[1]
Below is C25H42BrNOP2Pd as an isolated structure at a distorted geometry, with properties calculated with ωB97M-V/def2-TZVPD.

## Properties
**Charge**: 0
**ΔE to the lowest compared entry with this formula, charge and spin**: 28.0 kcal per mole
**Energy**: -4492.33190 Eh
**Orbital gap (alpha / beta)**: 6.222 / 6.221 eV

```
73
C25H42BrNOP2Pd | the Open Molecules 2025 dataset | ωB97M-V/def2-TZVPD
N -6.25 4.34 -3.85
C -5.98 4.77 -2.61
C -4.95 4.20 -1.86
C -4.15 3.13 -2.37
C -4.45 2.75 -3.70
C -5.52 3.38 -4.38
C -3.14 2.52 -1.49
Pd 0.32 0.03 -0.76
P 2.52 -0.39 0.01
C -2.02 1.73 -1.60
C -1.13 1.75 -0.44
C 0.24 2.21 -0.64
C 0.85 2.98 0.38
C 0.18 3.35 1.56
C -1.08 2.77 1.83
C -1.70 1.97 0.88
Br 1.01 4.34 2.85
H -3.31 2.91 -0.49
H -1.73 1.23 -2.52
H -4.80 4.60 -0.86
H -3.91 1.97 -4.20
H -6.61 5.58 -2.22
H -5.78 3.09 -5.41
H 0.63 2.29 -1.66
H -2.73 1.63 1.09
H 1.86 3.35 0.24
H -1.55 2.94 2.79
P -0.38 -1.97 0.09
C 3.64 1.05 0.30
C 5.17 0.94 0.26
H 3.32 1.44 1.28
H 3.32 1.80 -0.44
H 5.58 1.94 0.44
H 5.62 0.30 1.04
H 5.55 0.63 -0.72
C 3.59 -1.46 -1.11
C 4.87 -2.15 -0.60
H 3.87 -0.77 -1.91
H 2.92 -2.22 -1.51
H 5.29 -2.71 -1.44
H 5.65 -1.47 -0.27
H 4.68 -2.90 0.19
C 2.78 -1.31 1.60
C 4.03 -1.23 2.47
H 2.63 -2.37 1.33
H 1.92 -1.02 2.24
H 3.93 -1.94 3.31
H 4.96 -1.51 1.95
H 4.19 -0.24 2.95
C -0.20 -2.67 1.80
C -1.01 -3.93 2.12
H -0.43 -1.85 2.51
H 0.86 -2.89 1.93
H -2.09 -3.74 2.11
H -0.78 -4.75 1.42
H -0.74 -4.28 3.12
C 0.17 -3.39 -0.94
C 0.12 -3.07 -2.43
H -0.44 -4.26 -0.67
H 1.20 -3.60 -0.61
H -0.91 -3.14 -2.81
H 0.51 -2.07 -2.64
H 0.73 -3.81 -2.98
C -2.21 -1.81 -0.11
C -2.95 -1.31 1.14
H -2.58 -2.80 -0.43
H -2.35 -1.09 -0.94
H -3.69 -0.54 0.84
H -3.51 -2.13 1.62
H -2.28 -0.86 1.90
O -0.65 -0.25 3.69
H 0.00 0.48 3.71
H -0.74 -0.51 4.62
```

From a Mulliken analysis of the wavefunction, the atomic charges in e read: -0.6246, -0.2867, -0.5220, 0.4929, -0.4127, -0.2996, -0.5906, -1.1911, 1.5585, -0.1493, 0.6134, -0.1954, -0.3847, -0.2114, -1.0741, -0.7226, -0.1833, 0.2673, 0.4783, 0.3579, 0.4164, 0.3439, 0.3469, 0.4879, 0.5856, 0.5349, 0.4534, 0.9777, -0.4078, -1.5936, 0.4601, 0.4142, 0.4713, 0.2345, 0.2874, -0.6484, -1.3267, 0.4718, 0.2132, 0.4378, 0.2091, 0.2557, -0.0159, -1.6760, 0.2077, 0.2708, 0.4323, 0.2600, 0.3179, 0.2080, -1.4416, -0.1308, 0.3851, 0.2326, 0.3012, 0.4290, -0.5795, -1.3653, 0.5090, 0.2603, 0.3690, 0.2564, 0.3689, -0.5496, -1.2241, 0.5216, 0.3103, 0.2904, 0.3923, 0.1669, -0.5560, 0.2663, 0.2373

[2]
Below is C25H42Cl2O2P2Sn as an isolated structure at a distorted geometry, with properties calculated with ωB97M-V/def2-TZVPD.

## Properties
**Charge**: +2
**ΔE to the lowest compared entry with this formula, charge and spin**: 82.4 kcal per mole
**Energy**: -2944.89881 Eh
**Orbital gap (alpha / beta)**: 4.488 / 4.382 eV

```
74
C25H42Cl2O2P2Sn | the Open Molecules 2025 dataset | ωB97M-V/def2-TZVPD
Sn -0.99 1.78 -1.54
C 1.92 2.40 3.26
C 0.57 2.12 3.58
C 1.85 0.39 4.39
C 2.72 1.35 3.79
C 0.53 0.88 4.28
C 2.44 3.58 2.55
H 1.65 4.06 1.96
H 3.26 3.30 1.87
H 2.83 4.34 3.25
C 4.19 1.25 3.72
H 4.64 2.26 3.68
H 4.52 0.71 2.81
H 4.60 0.73 4.60
C 2.25 -0.89 5.00
H 3.31 -0.89 5.26
H 2.07 -1.73 4.30
H 1.66 -1.10 5.91
C -0.69 0.22 4.81
H -0.84 0.47 5.87
H -0.60 -0.87 4.74
H -1.58 0.54 4.26
C -0.59 2.98 3.27
H -0.80 3.69 4.10
H -1.50 2.38 3.11
H -0.41 3.58 2.37
C -0.44 -0.22 -3.65
C -1.11 1.18 -3.55
C -2.63 1.38 -3.81
C -3.47 1.02 -2.54
C -2.56 0.27 -1.53
C -2.52 -1.22 -1.90
C -2.62 -1.57 -3.42
C -1.41 -1.24 -4.28
H -3.01 0.85 -4.69
H -4.36 0.43 -2.80
H -2.78 2.46 -4.01
H -1.76 -0.85 -5.24
H 0.36 -0.05 -4.42
H -0.52 1.89 -4.14
H -0.88 -2.17 -4.53
H -2.83 -2.65 -3.54
H -3.50 -1.55 -1.49
H -3.50 -1.07 -3.87
H -3.86 1.94 -2.06
H -2.93 0.39 -0.50
P 0.74 -1.24 -2.60
C 2.38 -1.23 -3.27
C 0.64 3.16 -1.17
P -1.68 -2.78 -1.14
C 0.00 -2.75 -1.90
C -1.65 -2.46 0.61
C -2.59 -4.28 -1.53
H 3.10 -0.90 -2.51
H 2.45 -0.55 -4.12
H 2.66 -2.23 -3.64
H 0.18 4.08 -0.79
H 1.22 3.37 -2.08
H 1.31 2.72 -0.41
H -2.36 -4.62 -2.55
H -3.67 -4.11 -1.43
H -2.31 -5.09 -0.83
H 0.68 -3.18 -1.15
H -0.02 -3.50 -2.72
H -0.63 -2.60 1.00
H -2.34 -3.15 1.11
H -1.97 -1.43 0.82
Cl 2.79 -2.43 -0.20
C 2.38 -0.77 0.45
Cl 3.60 0.47 -0.09
C 1.03 -0.32 0.01
O 0.14 0.06 0.76
O 0.87 -0.16 -1.36
H 2.38 -0.83 1.54
```

From a Mulliken analysis of the wavefunction, the atomic charges in e read: 1.0943, 0.6066, 0.4569, 0.4376, 0.3839, 0.5712, -1.4773, 0.3041, 0.3584, 0.3579, -1.2895, 0.3803, 0.1252, 0.4566, -1.4598, 0.3515, 0.2309, 0.4002, -1.5675, 0.3203, 0.3871, 0.4000, -1.5949, 0.3074, 0.3391, 0.2922, -0.1142, -0.6782, -0.8872, -1.1950, -0.9314, -0.1749, -0.9365, -1.4084, 0.2633, 0.4195, 0.4188, 0.5983, 0.8166, 0.5662, 0.3708, 0.3516, 0.6621, 0.4669, 0.4401, 0.7508, 0.1990, -1.0550, -1.1394, 0.9943, -1.1567, -1.2951, -1.2427, 0.3255, 0.4609, 0.4401, 0.4162, 0.3798, 0.1030, 0.4957, 0.4445, 0.4535, 0.4846, 0.7733, 0.4125, 0.6055, 0.2137, -0.0836, 0.6929, -0.0778, -0.8089, -0.1646, 0.1227, 0.0342

[3]
Below is C25H42Cl3CoN4O3Si as an isolated structure at a distorted geometry, with properties calculated with ωB97M-V/def2-TZVPD.

## Properties
**Charge**: -1
**ΔE to the lowest compared entry with this formula, charge and spin**: 73.8 kcal per mole
**Energy**: -4475.51615 Eh
**2S+1**: 4
**Orbital gap (alpha / beta)**: 5.836 / 5.450 eV

```
79
C25H42Cl3CoN4O3Si | the Open Molecules 2025 dataset | ωB97M-V/def2-TZVPD
C -1.75 -2.06 -3.41
C -0.73 -2.46 -2.37
H -2.52 -2.83 -3.60
H -1.22 -1.90 -4.36
H -2.25 -1.12 -3.13
C -0.15 -3.66 -2.44
C -0.59 -4.70 -3.41
H 0.66 -3.94 -1.77
H -0.38 -4.40 -4.45
H -1.66 -4.88 -3.28
H -0.07 -5.64 -3.23
Co -3.83 2.73 -0.01
Cl -3.96 4.54 -1.15
Cl 1.44 1.90 -1.09
H 1.08 4.36 2.88
H -0.46 4.59 4.42
C 0.44 3.82 2.17
C -1.11 5.02 3.66
N -0.90 4.35 2.38
H 0.47 2.74 2.38
C -1.96 3.76 1.81
O -1.94 3.05 0.77
H -2.15 4.86 3.94
H -2.91 3.88 2.35
H 0.77 3.99 1.13
H -0.87 6.09 3.58
H 3.02 -0.86 -2.84
H 2.45 -3.65 -2.23
C 3.53 -0.81 -1.87
C 3.42 -3.28 -1.86
N 3.23 -2.02 -1.12
H 3.17 0.06 -1.30
C 3.35 -2.00 0.24
O 3.36 -0.97 0.93
H 3.86 -4.02 -1.18
H 3.43 -3.03 0.66
H 4.62 -0.75 -2.03
H 4.07 -3.09 -2.73
O 0.42 -0.57 -1.46
C -0.51 -1.47 -1.17
C 0.55 -3.12 0.55
C -0.48 -2.26 0.18
H 1.42 -3.21 -0.10
C 0.43 -3.93 1.69
H -1.47 -0.92 -1.11
C -1.65 -2.26 0.92
H 1.26 -4.57 1.99
C -0.74 -3.90 2.45
C -1.79 -3.07 2.05
H -2.47 -1.63 0.56
H -0.83 -4.50 3.36
H -2.71 -3.03 2.62
Si 0.42 2.82 -2.62
Cl -4.72 1.01 0.61
C 1.80 3.88 -3.40
C -0.39 4.25 -1.71
C -0.72 1.99 -3.86
H 2.14 4.65 -2.68
H 1.43 4.42 -4.28
H 2.64 3.27 -3.73
H -0.20 1.23 -4.46
H -1.07 2.81 -4.51
H -1.62 1.54 -3.40
H -1.38 3.96 -1.33
H -0.54 5.10 -2.38
H 0.21 4.62 -0.86
N 0.75 0.10 1.73
C 0.08 -0.04 2.88
C 0.56 -0.97 3.85
C -0.23 -1.24 4.96
C -1.46 -0.58 5.08
C -1.80 0.37 4.11
N -1.05 0.68 3.05
H 1.67 -0.33 1.56
H 0.34 0.54 0.91
H 1.51 -1.48 3.66
H 0.09 -1.96 5.72
H -2.13 -0.75 5.92
H -2.75 0.90 4.19
```

From a Mulliken analysis of the wavefunction, the atomic charges in e read: -1.7263, 0.5420, 0.3913, 0.2822, 0.3064, 0.4269, -2.0511, 0.4725, 0.3145, 0.3338, 0.3778, 0.1522, -0.5040, -0.2057, 0.5205, 0.3897, -0.6137, -0.9593, 0.3316, 0.1331, 0.0875, 0.0255, 0.3405, 0.2389, -0.0493, 0.2811, 0.3872, 0.2692, -0.8642, -0.8715, 0.5050, -0.0065, 0.0032, -0.7412, 0.3245, 0.3228, 0.3831, 0.4055, -0.4329, -0.2876, 1.0569, 0.7349, 0.2438, -1.5365, 0.0073, -0.6882, 0.3006, -0.6067, -0.6583, 0.3793, 0.3682, 0.3982, 0.6646, -0.4383, -1.1512, -0.5336, -0.9145, 0.2566, 0.3056, 0.3058, 0.2805, 0.4138, 0.2178, -0.3092, 0.4858, 0.1864, 0.4288, 0.5876, -0.8673, -0.3695, -0.7359, -0.3232, -0.0342, 0.0543, -0.2979, 0.4094, 0.3921, 0.3691, 0.3818